[1]
Entry from the OMol25 dataset: a cluster of 2 separate species, C2H2Br3NO2 in total in a non-equilibrium geometry (ωB97M-V/def2-TZVPD).

Cartesian coordinates (Å):
C1 1.77 0.51 -0.74
C2 -1.22 -1.61 1.37
N1 0.75 0.20 -1.33
O1 -0.33 0.68 -1.78
O2 -0.08 -1.50 1.30
Br1 2.16 2.13 0.20
Br2 -2.49 -0.24 0.66
Br3 -1.09 2.45 -1.12
H1 2.48 -0.33 -0.65
H2 -1.94 -2.28 2.09

Values from the calculation:
**SMILES**: Br/C=N\OBr.O=CBr
**Energy relative to the best compared isomer or geometry (same formula, charge and spin)**: 80.0 kJ/mol
**HOMO energy**: -9.78 eV
**E_tot**: -8004.52745 hartree
**LUMO**: -1.60 eV
**Frontier orbital gap**: 8.179 eV

Need the Mulliken charges? In units of e they are: -0.110, 0.170, 0.135, -0.266, -0.284, -0.096, -0.150, -0.051, 0.373, 0.278

=====

[2]
Entry from the OMol25 dataset: a cluster of 4 separate species, C19H29N3O13S4 in total in a non-equilibrium geometry (ωB97M-V/def2-TZVPD).

Cartesian coordinates (Å):
C1 4.78 -0.27 0.84
C2 4.44 1.32 0.93
O1 4.65 1.88 2.05
N1 3.98 1.97 -0.29
C3 3.26 1.04 -1.22
C4 3.25 3.24 -0.04
C5 2.00 3.13 0.97
C6 0.63 2.60 0.27
C7 -0.54 2.78 1.37
C8 -1.95 2.12 0.90
C9 -2.29 1.85 -0.62
C10 -3.65 1.18 -1.01
C11 -4.59 0.79 0.21
N2 -5.87 0.13 0.19
S1 -6.52 -0.04 1.77
N3 -5.28 0.70 2.71
C12 -4.28 1.08 1.73
C13 -2.92 1.77 2.09
H1 5.54 -0.60 1.65
H2 3.81 -0.90 0.89
H3 5.33 -0.45 -0.17
H4 3.97 0.46 -1.93
H5 2.56 0.34 -0.64
H6 2.58 1.66 -1.93
H7 3.99 3.99 0.44
H8 2.91 3.66 -1.05
H9 1.75 4.21 1.32
H10 2.19 2.52 1.92
H11 0.37 3.15 -0.71
H12 0.77 1.48 0.10
H13 -0.22 2.15 2.29
H14 -0.68 3.85 1.74
H15 -1.57 2.15 -1.47
H16 -3.96 0.94 -2.08
H17 -2.63 2.01 3.17
C14 6.00 0.49 -5.50
C15 7.34 -0.23 -5.45
O2 7.40 -0.82 -4.16
S2 5.89 -1.22 -3.69
O3 5.69 -2.61 -3.98
O4 5.65 -0.65 -2.40
O5 5.09 -0.36 -4.81
H18 6.05 1.45 -4.97
H19 5.66 0.66 -6.53
H20 8.18 0.45 -5.61
H21 7.38 -1.03 -6.19
C16 -9.29 -1.52 0.62
C17 -9.10 -2.03 -0.81
O6 -10.24 -2.85 -1.06
S3 -11.51 -2.26 -0.24
O7 -12.29 -1.45 -1.14
O8 -12.08 -3.32 0.54
O9 -10.69 -1.27 0.75
H22 -9.01 -2.29 1.35
H23 -8.72 -0.61 0.81
H24 -8.18 -2.60 -0.93
H25 -9.11 -1.21 -1.52
C18 3.15 -3.07 4.10
C19 1.75 -2.63 4.49
O10 1.13 -2.25 3.27
S4 1.72 -3.15 2.06
O11 0.81 -4.23 1.82
O12 2.18 -2.28 1.03
O13 3.00 -3.75 2.85
H26 3.80 -2.20 3.94
H27 3.60 -3.73 4.84
H28 1.75 -1.81 5.20
H29 1.18 -3.47 4.91

Values from the calculation:
**SMILES**: CC(=O)N(C)CCCCc1ccc2nsnc2c1.O=S1(=O)OCCO1.O=S1(=O)OCCO1.O=S1(=O)OCCO1
**HOMO energy**: -8.68 eV
**E_tot**: -3476.21343 hartree
**LUMO**: -1.46 eV
**Frontier orbital gap**: 7.223 eV

Need the Mulliken charges? In units of e they are: -0.339, 0.539, -0.637, 0.178, -0.282, -0.908, -0.562, -0.264, -0.583, 0.520, -0.207, -0.799, 0.384, -0.405, 0.203, -0.605, 0.636, -0.696, 0.312, -0.029, 0.159, -0.175, 0.099, 0.345, 0.300, 0.403, 0.355, 0.329, 0.277, 0.199, 0.260, 0.389, 0.196, 0.328, 0.292, -0.270, -0.363, -0.324, 1.030, -0.589, -0.487, -0.325, 0.265, 0.309, 0.313, 0.302, -0.068, -0.310, -0.325, 1.104, -0.528, -0.537, -0.349, 0.325, 0.082, 0.309, 0.331, -0.279, -0.343, -0.300, 1.014, -0.562, -0.505, -0.294, 0.240, 0.312, 0.329, 0.284

=====

[3]
Entry from the OMol25 dataset: a structure of composition C51H54CrFN6O4P2Si2Te in a non-equilibrium geometry (ωB97M-V/def2-TZVPD).

Cartesian coordinates (Å):
Cr1 0.31 -0.10 0.66
Te1 2.58 -1.59 -3.63
C1 4.07 -2.99 -2.99
C2 4.47 -3.15 -1.68
C3 5.39 -4.13 -1.37
N1 5.92 -4.95 -2.27
C4 5.54 -4.79 -3.53
C5 4.64 -3.82 -3.95
C6 1.62 -0.94 -1.85
P1 2.25 0.34 -0.81
C7 2.42 1.75 -1.95
C8 3.43 2.70 -1.84
C9 3.42 3.83 -2.65
C10 2.41 4.00 -3.59
C11 1.41 3.05 -3.71
C12 1.40 1.95 -2.88
C13 4.03 0.04 -0.45
C14 5.01 -0.01 -1.44
C15 6.29 -0.40 -1.11
C16 6.61 -0.71 0.21
C17 5.64 -0.64 1.19
C18 4.35 -0.28 0.86
P2 0.68 -1.99 -0.78
C19 1.54 -3.60 -0.53
C20 1.65 -4.52 -1.57
C21 2.39 -5.68 -1.40
C22 3.02 -5.93 -0.20
C23 2.91 -5.02 0.85
C24 2.17 -3.86 0.68
C25 -0.68 -2.64 -1.82
C26 -1.15 -1.85 -2.86
C27 -2.19 -2.29 -3.66
C28 -2.78 -3.51 -3.42
C29 -2.34 -4.29 -2.36
C30 -1.31 -3.86 -1.56
H1 4.04 -2.53 -0.90
H2 5.72 -4.28 -0.35
H3 5.97 -5.48 -4.24
H4 4.36 -3.73 -4.99
H5 4.23 2.56 -1.12
H6 4.20 4.57 -2.55
H7 2.40 4.87 -4.23
H8 0.64 3.17 -4.45
H9 0.60 1.22 -2.94
H10 4.76 0.27 -2.46
H11 7.05 -0.47 -1.88
H12 7.62 -0.99 0.46
H13 5.89 -0.86 2.22
H14 3.56 -0.19 1.60
H15 1.15 -4.32 -2.51
H16 2.48 -6.38 -2.22
H17 3.61 -6.83 -0.07
H18 3.40 -5.23 1.79
H19 2.06 -3.14 1.48
H20 -0.69 -0.89 -3.03
H21 -2.55 -1.66 -4.46
H22 -3.58 -3.87 -4.06
H23 -2.82 -5.24 -2.16
H24 -0.97 -4.47 -0.73
C31 -1.67 3.79 -2.08
Si1 -2.90 2.35 -1.81
C32 -2.74 1.35 -3.45
C33 -4.67 3.08 -1.81
C34 -2.41 1.41 -0.27
C35 -2.48 0.02 -0.16
C36 -3.52 -0.72 -0.79
C37 -3.81 -1.99 -0.39
C38 -3.01 -2.60 0.59
C39 -1.91 -1.91 1.03
N2 -1.59 -0.66 0.65
Si2 -1.86 2.30 1.28
C40 -2.45 4.11 1.44
C41 -2.71 1.47 2.80
C42 0.47 2.60 3.54
H25 -1.51 3.98 -3.14
H26 -0.70 3.55 -1.64
H27 -2.01 4.72 -1.64
H28 -2.89 2.01 -4.31
H29 -3.46 0.54 -3.53
H30 -1.75 0.92 -3.55
H31 -4.87 3.64 -2.72
H32 -4.81 3.75 -0.97
H33 -5.42 2.30 -1.74
H34 -4.14 -0.20 -1.50
H35 -4.66 -2.53 -0.80
H36 -3.23 -3.59 0.96
H37 -1.21 -2.39 1.71
H38 -3.52 4.09 1.64
H39 -2.31 4.70 0.55
H40 -1.98 4.64 2.27
H41 -3.73 1.83 2.90
H42 -2.22 1.66 3.76
H43 -2.76 0.39 2.67
H44 -0.27 3.39 3.52
H45 0.06 1.71 4.01
H46 1.35 2.94 4.09
N3 1.63 -1.18 4.84
C43 0.31 -1.06 5.17
C44 -0.38 -1.20 4.00
N4 0.49 -1.41 2.97
C45 1.69 -1.38 3.51
H47 2.41 -1.07 5.46
H48 -0.03 -0.90 6.17
H49 -1.44 -1.17 3.84
H50 2.61 -1.51 2.98
F1 -0.92 7.02 0.06
C46 -0.09 6.51 1.01
C47 0.46 5.28 0.80
N5 1.31 4.71 1.71
C48 1.79 3.36 1.51
C49 0.91 2.22 2.12
O1 1.56 1.07 2.08
O2 -0.23 2.06 1.23
C50 1.73 5.41 2.82
O3 2.57 5.01 3.60
N6 1.16 6.65 2.97
C51 0.22 7.31 2.15
O4 -0.20 8.41 2.46
H51 0.23 4.71 -0.08
H52 2.78 3.28 1.97
H53 1.87 3.16 0.43
H54 1.48 7.18 3.78

Values from the calculation:
**HOMO energy (alpha / beta)**: -3.91 / -4.15 eV
**E_tot**: -5279.59657 hartree
**LUMO (alpha / beta)**: 2.11 / 2.11 eV
**2S+1**: 5
**Frontier orbital gap (alpha / beta)**: 6.026 / 6.256 eV
**Net charge**: -1

Atomic partial charges in e from the Mulliken method, atoms 1 to 99: 0.445, 0.336, 0.307, 0.722, -0.760, -0.678, -0.528, -0.572, -2.756, 3.422, 0.137, -0.265, -0.784, -0.855, -0.470, -1.006, 0.068, -0.328, -0.838, -0.755, -0.660, -0.667, 3.881, 0.160, -0.419, -0.747, -0.701, -0.694, -0.454, 0.345, -0.443, -0.735, -0.783, -0.954, -0.504, -0.002, 0.455, 0.367, 0.387, 0.454, 0.436, 0.381, 0.491, -0.048, 0.441, 0.400, 0.365, 0.446, 0.535, 0.472, 0.423, 0.363, 0.430, 0.218, 0.006, 0.465, 0.377, 0.392, 0.593, -0.035, -0.171, -0.992, -1.388, -0.132, 0.383, -0.978, -0.802, -1.219, -0.855, 1.346, 0.750, -1.172, -1.372, -2.188, 0.628, -0.822, 0.365, 0.559, 0.359, 0.132, 0.373, 0.357, 0.339, 0.397, 0.426, 0.422, 0.177, 0.517, 0.132, 0.377, 0.492, 0.357, 0.144, 0.280, 0.110, 0.469, 0.031, -0.990, -0.433